[1]
Here is a cluster of 40 separate species, H80O40 in total at a distorted geometry from the Open Molecules 2025 dataset. Energies are from wB97M-V/def2-TZVPD.

Output
Net charge = 0
LUMO = -0.0292 hartree
E_HOMO = -9.741 eV
HOMO-LUMO gap = 8.95 eV

CARTESIAN COORDINATES (ANGSTROEM)
O  1.23081  1.40101  -2.40438
O  -2.79763  -6.02532  -0.92139
O  4.95593  -2.93250  2.98382
O  3.87781  0.16149  4.88683
O  -3.80027  -0.72866  -4.34794
O  1.25860  3.70778  2.34466
O  2.17185  -4.78721  2.13359
O  0.04284  -3.97146  -2.29250
O  -2.94994  2.20041  -2.94088
O  0.67144  3.99183  -2.11395
O  -2.15328  -3.27561  -4.74794
O  -1.30255  -1.91276  3.56116
O  1.39686  -0.64502  -0.91271
O  -3.24023  0.20273  -0.88998
O  -3.71887  -1.48756  2.45835
O  0.01399  -4.78871  0.40063
O  -2.71119  -2.42878  -1.30783
O  -1.58393  3.37495  0.28363
O  1.05476  -3.08461  -4.79695
O  4.97427  2.75049  2.45066
O  -2.94290  -3.95071  1.68536
O  -0.32446  2.63561  -4.50282
O  2.96346  3.43633  -0.26950
O  4.69028  -1.18677  0.58121
O  -0.17690  0.96547  4.24402
O  2.52829  3.65633  4.75932
O  0.24475  5.49434  0.72131
O  -2.14996  4.83820  2.18917
O  2.30547  -2.87572  0.14687
O  -3.01288  1.25072  4.63243
O  -2.13180  1.14217  2.27642
O  -4.95864  -2.87646  -2.99058
O  5.33727  0.24582  -2.56854
O  0.83145  1.07344  1.53327
O  -0.11282  -2.02906  0.57390
O  -4.43707  2.11221  2.43646
O  3.24145  -1.91856  -2.69024
O  -4.48066  2.99211  -0.13962
O  4.07102  2.39638  -4.24520
O  -0.03226  -0.75293  -3.49150
H  -2.13897  1.67140  4.92885
H  -2.29645  -3.29628  -1.16397
H  1.42875  -5.20640  1.74226
H  0.79965  -4.07129  -1.61135
H  -2.02305  2.61985  -2.92462
H  -5.46186  2.84226  -0.01170
H  -2.63816  0.68448  2.98391
H  -3.43026  0.59149  5.25546
H  0.57449  0.65597  0.70738
H  -2.20602  -5.39320  -0.79138
H  4.86228  0.69565  -1.87476
H  -2.49081  -2.38877  -4.29153
H  -2.80800  4.22377  2.17861
H  0.13646  0.99188  2.02974
H  3.07884  0.62493  4.50854
H  1.88983  3.11189  1.90069
H  -2.17553  -1.54251  3.20873
H  3.97367  3.13690  -0.51420
H  1.64328  1.83488  -3.16070
H  0.02141  -1.79525  -0.44825
H  4.20967  -2.36549  -2.45301
H  -2.42639  -0.08690  -0.60184
H  -0.76110  3.25513  -5.25925
H  -0.62876  -5.14480  -0.39501
H  -4.68089  -2.32383  -2.15921
H  5.30050  -2.48092  2.22418
H  -4.26548  -2.35472  2.45280
H  1.62646  3.17190  4.78166
H  0.36657  3.50411  2.12069
H  3.40235  -1.24214  -3.41136
H  0.13044  -3.14915  -2.77267
H  -2.25046  -3.44679  1.33481
H  4.08972  3.01264  2.54464
H  0.44362  -1.47495  1.14458
H  1.18915  -2.72732  -5.72971
H  -0.46716  0.61089  5.11151
H  0.61868  -4.14688  -0.01566
H  2.65863  -3.29239  0.96367
H  -3.52528  -0.68598  -5.23260
H  4.48586  3.24453  -4.09839
H  -3.18771  -1.37277  1.59215
H  -4.38130  2.20918  3.35104
H  -3.29991  2.96584  -2.35610
H  1.74748  -2.97109  -4.30846
H  2.27520  4.04266  4.01908
H  0.06400  0.20394  -3.36513
H  -2.30161  2.12401  2.63372
H  -3.69845  -5.89959  -0.50005
H  4.95149  2.01034  -3.82830
H  5.25258  -2.42202  3.63866
H  -2.25373  5.36157  3.05376
H  -1.21959  -3.37985  -4.52401
H  -3.54985  -2.64276  -0.94403
H  -3.03784  -0.22061  -3.86977
H  -3.50992  0.61763  -1.63914
H  1.33886  4.66076  -1.90347
H  -4.57355  1.02486  2.33024
H  4.16818  -0.36207  0.35053
H  1.93357  -1.14115  -1.32303
H  1.44337  -2.62254  0.50666
H  -0.60268  5.93468  0.72716
H  -1.29031  3.67448  1.04066
H  0.22908  3.07424  -3.81912
H  -0.78878  0.81557  3.59980
H  1.42660  2.23137  -1.86427
H  6.18746  0.42627  -2.31244
H  4.11659  -1.80538  0.87346
H  4.62698  0.03502  4.23831
H  2.96022  -5.24572  1.93495
H  0.62149  -1.04306  -2.85992
H  -2.08414  2.58765  0.20350
H  -1.00492  -2.49518  2.94185
H  -2.65923  -4.78907  1.53479
H  -4.48141  -2.22614  -3.50347
H  -4.24305  2.19060  0.37300
H  5.03308  2.36134  3.41534
H  0.34521  5.22137  1.61455
H  0.12077  3.78877  -1.25427
H  2.50264  2.65828  -0.27816
H  1.72302  0.17854  -1.43020

Results of the Löwdin charge analysis, in e, for atoms 1 through 5: O -0.08; O 0.01; O 0.02; O -0.10; O -0.05



[2]
Here is a cluster of 40 separate species, H80O40 in total at a distorted geometry from the Open Molecules 2025 dataset. Energies are from wB97M-V/def2-TZVPD.

Output
2S+1 = 2
Net charge = +1
<S²> = 0.76
LUMO (spin up / spin down) = -0.1034 / -0.3456 hartree
E_HOMO (spin up / spin down) = -12.125 / -12.124 eV
HOMO-LUMO gap (spin up / spin down) = 9.31 / 2.72 eV

CARTESIAN COORDINATES (ANGSTROEM)
O  0.75824  -2.29576  1.72319
O  0.77377  -1.40248  -5.16483
O  -1.93284  -5.18665  2.67386
O  4.71334  0.66890  3.59303
O  -4.94746  1.53860  3.23591
O  -5.78940  -2.48948  1.40817
O  0.67008  -4.82809  1.03505
O  2.31375  -0.09563  -1.87313
O  2.77845  -3.74635  -0.38240
O  1.43922  3.01026  -1.51297
O  -2.16147  -0.61015  -4.27618
O  -1.23401  2.05398  -3.75023
O  -0.33423  5.03478  3.37161
O  0.14597  4.44168  -4.32010
O  0.16050  2.64282  2.03270
O  -1.34710  -3.74246  4.87680
O  -3.43381  3.44425  -3.72731
O  -1.79103  -0.85395  5.39299
O  -0.45140  5.62658  0.60925
O  2.07387  5.19101  -2.26548
O  -4.80636  -4.51511  -1.57256
O  0.41625  -4.78397  -1.22042
O  3.53183  -2.74309  -2.81541
O  2.11240  0.03671  5.87496
O  -2.22579  1.53017  1.98428
O  -3.78353  -0.81306  1.01109
O  -5.32490  2.78786  1.02294
O  -1.73710  -2.05964  -1.64151
O  2.94590  -0.82249  2.31995
O  -2.09519  -5.24505  -2.21904
O  3.39573  3.15369  3.03903
O  5.14055  -2.45742  0.74582
O  3.40395  -0.51046  -4.91159
O  4.71666  0.26794  0.57120
O  4.16169  1.97238  -2.23427
O  0.00441  -0.23998  -3.02927
O  -1.11885  4.90989  -1.85939
O  -1.91783  -2.47653  1.01333
O  -2.16561  2.10005  -0.98984
O  1.32959  0.37828  0.79443
H  -1.76072  -0.79489  6.34911
H  -2.69884  2.02075  -0.17687
H  4.91236  1.74977  -1.68112
H  0.40607  -4.65555  -0.26279
H  -2.79384  3.55943  -3.02074
H  -4.44908  2.33835  3.42087
H  2.83410  5.78585  -2.40332
H  4.37188  0.37342  4.44136
H  5.38501  0.70012  1.09062
H  -2.03563  -4.32372  -2.49357
H  -5.43725  -1.73635  1.88300
H  1.99400  0.34489  4.97509
H  -0.68640  4.01827  -4.56189
H  -2.77934  -5.35518  3.08335
H  3.78923  -0.08760  -4.12343
H  1.56252  5.93704  -1.89908
H  -2.88432  -0.13892  -3.90934
H  -2.08224  -4.81449  1.80577
H  -0.32350  4.87036  1.20050
H  -1.38380  2.01616  1.93748
H  2.65521  3.25624  2.44054
H  -2.12391  1.19157  2.88638
H  0.41343  3.10466  2.82322
H  1.07096  -4.24255  -1.65036
H  -1.72593  -4.61056  4.74712
H  0.37157  5.35384  -4.37485
H  3.42541  0.30074  -5.44199
H  2.70064  -0.94278  -1.62412
H  -1.87210  1.58621  -4.30588
H  -2.75458  -2.94831  1.14199
H  3.01667  2.68022  3.78694
H  1.64472  -1.08569  -4.86448
H  5.08014  -0.63967  0.45405
H  -1.07372  5.02123  -0.87014
H  2.11490  -3.06487  -0.47913
H  -1.31613  2.25349  -0.54929
H  0.29840  0.46822  -3.61924
H  2.30688  -4.55135  -0.18917
H  3.71837  -0.32771  1.95687
H  -1.52086  1.64214  -2.91352
H  -4.48500  2.66036  1.43492
H  -0.62632  6.38016  1.17951
H  1.97431  -0.90901  5.91461
H  1.25527  -1.46122  1.81195
H  4.34543  -2.77893  0.31237
H  -1.52134  -1.75905  5.20049
H  -0.89302  -3.54664  4.04988
H  -3.23321  -0.07500  1.30845
H  -1.36824  -5.30766  -1.57300
H  -2.15932  -1.28653  -1.25398
H  2.72611  -2.56623  -3.29791
H  1.70579  -0.07868  0.04338
H  -4.18123  3.99190  -3.46503
H  -5.74086  1.60017  3.77450
H  1.16570  -4.20613  1.60566
H  0.84401  2.09245  1.61691
H  -5.20276  -2.56222  0.65463
H  -0.09536  -4.27751  0.84201
H  -0.90814  -1.74914  -2.01574
H  -0.69595  4.05037  -2.08167
H  0.13678  -0.69658  -5.19273
H  -1.77378  -2.59061  0.05752
H  -0.67094  -0.63397  -3.62639
H  -6.01900  2.17373  0.91211
H  3.33140  1.62086  -1.89366
H  1.48602  2.86135  -2.47353
H  -3.19750  -1.22378  0.31615
H  -1.07100  4.71977  3.90933
H  -3.96542  -4.85783  -1.91345
H  2.33596  3.36551  -1.39044
H  3.24284  -1.40398  3.01196
H  1.55828  -0.27570  -2.46717
H  4.30495  -2.98313  -3.30770
H  1.83023  0.29792  1.62910
H  5.68055  -3.20489  0.90639
H  5.43082  1.30296  3.64351
H  0.48493  -2.53565  0.84664
H  0.22776  5.50521  3.99983
H  -2.47507  -1.18731  -4.98280
H  -4.54220  -3.59013  -1.62025

Results of the Löwdin charge analysis, in e, for atoms 1 through 5: O -0.05; O -0.05; O -0.03; O -0.05; O -0.05



[3]
Here is a cluster of 5 separate species, H8IO4 in total at a distorted geometry from the Open Molecules 2025 dataset. Energies are from wB97M-V/def2-TZVPD.

Output
Net charge = -1
LUMO = 0.1249 hartree
E_HOMO = -4.895 eV
HOMO-LUMO gap = 8.29 eV

CARTESIAN COORDINATES (ANGSTROEM)
I  0.64092  -0.15631  0.33246
O  -0.08208  -0.90031  3.95646
O  3.27992  0.98969  -1.88454
O  -2.90208  -0.00431  0.44346
O  -1.01008  -0.00931  -2.94354
H  2.51792  0.47869  -1.73454
H  -0.56908  -1.72631  3.62946
H  -0.19708  0.57069  -3.24954
H  -3.08008  0.36369  1.21546
H  0.43092  -0.73631  3.20546
H  -1.80908  0.00169  0.29046
H  3.45592  1.36369  -1.17954
H  -0.67608  -0.23531  -2.08154

Results of the Löwdin charge analysis, in e, for atoms 1 through 5: I -0.05; O -0.12; O 0.01; O -0.16; O -0.15



[4]
Here is a cluster of 5 separate species, H8IO4 in total from the Open Molecules 2025 dataset. Energies are from wB97M-V/def2-TZVPD.

Output
Net charge = -1
LUMO = 0.1284 hartree
E_HOMO = -4.666 eV
HOMO-LUMO gap = 8.16 eV

CARTESIAN COORDINATES (ANGSTROEM)
I  -0.16768  0.43779  -0.97509
O  -3.47700  -0.66330  -1.70800
O  3.22067  -0.61197  0.32792
O  -1.74756  -2.02755  1.47541
O  2.25537  2.54018  0.85356
H  -1.57946  -1.27887  0.87507
H  3.72233  -0.99666  -0.39729
H  1.67467  1.97871  0.29487
H  -1.88441  -1.61545  2.33368
H  -2.57329  -0.40441  -1.41669
H  1.93427  3.43354  0.69422
H  2.29200  -0.73868  0.06801
H  -3.66991  -0.05334  -2.42567

Results of the Löwdin charge analysis, in e, for atoms 1 through 5: I -0.11; O -0.15; O -0.11; O -0.11; O -0.14



[5]
Here is a cluster of 3 separate species, H8N4O2 in total at a distorted geometry from the Open Molecules 2025 dataset. Energies are from wB97M-V/def2-TZVPD.

Output
Net charge = 0
LUMO (spin up / spin down) = -0.0045 / -0.0045 hartree
E_HOMO (spin up / spin down) = -8.953 / -8.953 eV
HOMO-LUMO gap (spin up / spin down) = 8.83 / 8.83 eV

CARTESIAN COORDINATES (ANGSTROEM)
O  0.60310  1.91592  -0.54999
O  2.58330  0.61141  -0.14716
N  -1.48098  -0.45311  -1.06798
N  1.19339  -0.76139  0.79946
N  1.48436  -0.12276  -0.26991
N  -1.53067  -1.08573  0.22624
H  -0.77560  0.28650  -1.04559
H  1.73210  -0.59578  1.64942
H  1.98331  1.58265  -0.39452
H  0.41336  2.32580  0.30500
H  -1.99359  -1.98134  0.11406
H  -2.06372  -0.54447  0.90710
H  0.22548  -1.15002  0.77559
H  -2.37383  -0.02767  -1.30173

Results of the Löwdin charge analysis, in e, for atoms 1 through 5: O -0.34; O -0.11; N -0.06; N 0.14; N -0.07



[6]
Here is the molecule H8N5O2P at a distorted geometry from the Open Molecules 2025 dataset. Energies are from wB97M-V/def2-TZVPD.

Output
Net charge = 0
LUMO = 0.0195 hartree
E_HOMO = -8.786 eV
HOMO-LUMO gap = 9.31 eV

CARTESIAN COORDINATES (ANGSTROEM)
P  0.02867  -0.37362  0.15004
O  0.31556  1.44723  -0.86636
O  -0.70385  -0.01383  1.31914
N  1.55669  -0.97594  0.19080
N  2.31245  -0.49181  1.31269
N  -0.70818  2.34946  -0.49469
N  -2.16108  -0.95881  -1.28091
N  -0.83185  -1.38143  -0.87253
H  -1.98051  0.08174  -1.43252
H  -0.33816  -1.31062  -1.77470
H  -1.56087  1.89850  -0.88216
H  2.81319  -1.34170  1.77004
H  -2.75038  -1.06042  -0.42080
H  2.13991  -0.83507  -0.70242
H  1.65376  -0.28777  1.94840
H  -0.77726  2.32291  0.54473

Results of the Löwdin charge analysis, in e, for atoms 1 through 5: P 0.59; O -0.37; O -0.27; N -0.21; N -0.02



In kcal/mol, the energy above the lowest of the compared OMol25 structures with the same formula, charge and spin values for the records above are, in order, 370.60; 152.30; 43.01; 9.55; 0.00; 16.17.